Computed, not measured: 8 unconnected molecules or ions with the total composition C50H116BrN7O7, with ωB97M-V/def2-TZVPD.

Cartesian coordinates (Å):
C 2.671 -6.189 6.755
C 3.517 -7.170 5.954
C 2.529 -8.181 5.357
C 1.767 -7.649 4.158
C 2.693 -7.243 3.014
C 3.782 -6.160 3.399
N 4.291 -6.422 4.814
O 5.106 -5.328 5.252
C 3.112 -4.718 3.366
C 4.944 -6.335 2.420
C 4.490 -7.976 6.858
H 3.136 -5.292 7.164
H 2.238 -6.696 7.616
H 1.850 -5.870 6.113
H 1.737 -8.281 6.099
H 3.038 -9.136 5.226
H 1.174 -6.760 4.375
H 1.067 -8.408 3.808
H 2.175 -6.781 2.174
H 3.202 -8.166 2.735
H 3.735 -3.862 3.628
H 2.188 -4.748 3.944
H 2.718 -4.633 2.354
H 5.743 -5.668 2.744
H 4.755 -5.969 1.411
H 5.395 -7.326 2.469
H 3.978 -8.339 7.749
H 5.358 -7.519 7.332
H 4.867 -8.843 6.315
C -5.635 5.173 -4.102
C -6.710 6.168 -3.551
C -7.680 6.277 -4.758
C -9.027 6.915 -4.328
C -9.685 6.041 -3.273
C -8.806 5.872 -1.963
N -7.407 5.487 -2.362
O -6.651 4.696 -1.515
C -9.360 4.601 -1.237
C -8.833 7.154 -1.111
C -6.136 7.472 -3.024
H -4.779 5.121 -3.429
H -5.137 5.466 -5.026
H -5.998 4.173 -4.342
H -7.898 5.355 -5.298
H -7.175 6.801 -5.570
H -9.790 6.992 -5.102
H -8.896 7.928 -3.946
H -9.957 5.077 -3.701
H -10.623 6.484 -2.938
H -8.749 4.312 -0.382
H -9.391 3.733 -1.897
H -10.314 4.783 -0.742
H -9.824 7.216 -0.662
H -8.647 8.157 -1.493
H -8.193 6.999 -0.242
H -5.457 7.934 -3.741
H -5.628 7.384 -2.064
H -7.019 8.103 -2.917
C -3.596 3.258 4.456
C -2.656 3.001 5.664
C -3.334 3.732 6.899
C -4.549 2.932 7.490
C -4.220 1.509 7.952
C -3.618 0.656 6.785
N -2.712 1.467 5.819
O -1.988 0.746 4.848
C -4.839 0.219 5.909
C -2.826 -0.525 7.326
C -1.165 3.532 5.564
H -3.168 2.734 3.602
H -3.682 4.324 4.245
H -4.658 3.014 4.455
H -3.688 4.713 6.582
H -2.620 4.045 7.661
H -5.409 2.933 6.821
H -4.943 3.400 8.392
H -4.992 1.003 8.532
H -3.419 1.521 8.691
H -4.481 -0.462 5.137
H -5.297 0.954 5.247
H -5.673 -0.317 6.362
H -3.510 -1.288 7.698
H -2.176 -0.283 8.166
H -2.231 -1.085 6.605
H -0.784 3.173 4.608
H -0.476 3.356 6.390
H -1.258 4.612 5.451
C 5.418 5.623 4.314
C 6.344 4.946 3.300
N 5.863 4.813 1.800
C 4.432 4.170 1.711
C 5.615 6.275 1.271
C 5.252 6.407 -0.220
C 7.002 4.072 1.037
C 7.032 2.547 1.192
O 6.012 1.835 0.565
C 6.061 0.421 0.743
H 5.761 5.564 5.347
H 4.404 5.232 4.398
H 5.370 6.709 4.231
H 6.493 3.927 3.659
H 7.301 5.466 3.260
H 4.227 3.988 0.655
H 3.629 4.805 2.086
H 4.369 3.249 2.291
H 6.477 6.892 1.523
H 4.834 6.710 1.895
H 4.967 7.422 -0.498
H 4.404 5.861 -0.634
H 6.103 6.240 -0.881
H 7.913 4.605 1.310
H 6.827 4.216 -0.029
H 7.064 2.213 2.229
H 7.960 2.187 0.746
H 5.232 0.076 0.125
H 6.104 0.000 1.747
H 6.994 0.026 0.342
C 9.329 -2.812 -6.683
N 9.005 -1.567 -5.877
C 9.324 -1.914 -4.388
C 9.669 -0.257 -6.316
C 7.472 -1.210 -5.990
C 6.421 -2.356 -5.942
O 6.449 -2.852 -4.617
H 8.982 -3.710 -6.172
H 10.408 -2.887 -6.550
H 8.947 -2.747 -7.702
H 8.804 -2.827 -4.101
H 8.949 -1.094 -3.775
H 10.400 -2.045 -4.277
H 9.325 0.596 -5.731
H 9.614 -0.083 -7.390
H 10.739 -0.386 -6.150
H 7.348 -0.651 -6.918
H 7.183 -0.610 -5.127
H 6.680 -3.123 -6.671
H 5.444 -1.984 -6.250
H 5.802 -3.558 -4.555
C 0.521 0.447 -0.442
N -0.032 0.183 -1.930
C 0.737 1.140 -2.890
C 0.350 -1.264 -2.228
C -1.555 0.500 -2.104
C -2.520 -0.489 -1.483
O -2.428 -0.511 -0.093
H 1.610 0.431 -0.441
H 0.030 -0.183 0.299
H 0.190 1.465 -0.233
H 0.417 0.881 -3.899
H 1.795 0.877 -2.889
H 0.497 2.182 -2.679
H -0.024 -1.545 -3.212
H -0.013 -1.905 -1.425
H 1.409 -1.478 -2.080
H -1.702 0.661 -3.172
H -1.788 1.522 -1.804
H -2.331 -1.447 -1.968
H -3.550 -0.219 -1.715
H -2.334 -1.413 0.220
C -6.611 -6.761 -5.894
N -5.534 -5.757 -6.480
C -5.742 -5.821 -7.994
C -5.726 -4.309 -5.927
C -4.033 -6.263 -6.227
C -3.481 -6.032 -4.877
O -4.414 -6.349 -3.900
H -7.639 -6.457 -6.094
H -6.585 -6.862 -4.809
H -6.494 -7.797 -6.210
H -5.123 -5.002 -8.361
H -6.759 -5.573 -8.298
H -5.497 -6.778 -8.455
H -6.701 -3.914 -6.212
H -4.981 -3.675 -6.408
H -5.725 -4.161 -4.847
H -3.375 -5.813 -6.970
H -3.953 -7.335 -6.407
H -3.188 -4.983 -4.816
H -2.533 -6.558 -4.764
H -4.179 -5.929 -3.069
Br -2.646 -5.208 1.611

Computed properties:
**Kohn-Sham gap**: 2.0 eV
**E**: -148463.6529 eV
**Net charge**: +6